# 1
DFT (ωB97M-V with the def2-TZVPD basis set) results for an isolated molecule of C4H4O3.

Its SMILES is O=CC1(C=O)CO1. The HOMO energy comes out at -9.94 eV. Its relative energy (zero: lowest compared OMol25 entry of this formula, charge and spin) is 236.7 kJ/mol.

The geometry in XYZ format:
```
11
Properties=species:S:1:pos:R:3:lowdin_charge:R:1
O 1.3095 0.7927 -1.8167 0.102
C 1.0148 -0.0374 -1.0005 -0.163
C -0.2000 0.0024 -0.0842 -0.360
C -0.4525 -1.4031 0.3787 -0.160
O 0.4750 -2.1180 0.6812 0.065
C -0.4175 1.2668 0.6534 -0.039
O -1.3125 0.8310 -0.3478 0.026
H 1.6184 -0.9361 -0.7603 0.132
H -1.4774 -1.8001 0.2777 0.143
H -0.7601 1.2756 1.6877 0.127
H 0.1991 2.1128 0.3440 0.129
```


# 2
DFT (ωB97M-V with the def2-TZVPD basis set) results for a cluster of 2 separate species, C7H13N2O2 in total at a distorted geometry.

The total charge is +1. The HOMO energy comes out at -13.90 eV. Its relative energy (zero: lowest compared OMol25 entry of this formula, charge and spin) is 419.1 kJ/mol.

The geometry in XYZ format:
```
24
Properties=species:S:1:pos:R:3:lowdin_charge:R:1
C 2.2622 0.4013 0.0410 -0.276
C 1.0641 -0.4390 -0.1211 -0.234
C 3.7327 0.3083 0.0953 -0.025
C 1.1987 -1.8678 -0.1429 -0.027
C -2.5866 -0.9570 -0.5646 0.053
C -2.3141 1.0075 1.1572 0.000
C -2.5700 0.4353 -0.1657 -0.288
N 1.8443 1.6357 0.0993 0.143
N 0.0141 0.3770 -0.1022 0.050
O 0.4677 1.6081 -0.0310 -0.079
O -2.4422 1.2904 -1.1352 0.208
H 4.1112 -0.3089 -0.7563 0.099
H 3.9262 1.3943 -0.2670 0.119
H 4.2325 0.0750 1.0721 0.106
H 2.0714 -2.2011 0.4761 0.117
H 0.3200 -2.5253 0.0311 0.095
H 1.3749 -2.2110 -1.1514 0.093
H -1.7709 -1.0128 -1.2287 0.099
H -3.4177 -1.0600 -1.3039 0.151
H -2.6002 -1.5949 0.2111 0.072
H -1.6648 1.9197 1.0096 0.108
H -3.2646 1.1906 1.7315 0.138
H -1.6072 0.3787 1.8401 0.152
H -2.3816 2.1559 -0.7944 0.126
```